Below is a molecular structure, C24H24CdClO6P, with properties calculated with ωB97M-V/def2-TZVPD.

Last column: natural (NBO) charge in e.
Cartesian coordinates (Å):
Cd1 0.665 0.452 -1.672  1.37
O1 4.841 0.702 0.093  -0.71
C1 3.662 0.360 0.193  0.79
O2 2.820 0.152 -0.750  -0.87
C2 3.091 0.117 1.622  -0.84
P1 1.261 0.063 1.485  0.83
C3 0.876 1.858 1.315  -0.26
C4 1.824 2.851 1.070  -0.23
C5 1.433 4.176 0.906  -0.20
C6 0.096 4.530 0.989  -0.22
C7 -0.859 3.549 1.226  -0.20
C8 -0.470 2.227 1.373  -0.25
C9 0.861 -0.120 3.306  -0.20
C10 0.925 -1.429 3.797  -0.24
C11 0.695 -1.720 5.135  -0.22
C12 0.368 -0.704 6.021  -0.24
C13 0.266 0.596 5.548  -0.21
C14 0.510 0.885 4.206  -0.26
H1 3.431 0.873 2.327  0.22
H2 3.441 -0.854 1.970  0.24
H3 2.874 2.599 0.976  0.23
H4 2.181 4.930 0.685  0.21
H5 -0.208 5.556 0.824  0.20
H6 -1.910 3.811 1.258  0.20
H7 -1.222 1.461 1.533  0.22
H8 1.159 -2.232 3.103  0.22
H9 0.761 -2.743 5.487  0.20
H10 0.191 -0.924 7.068  0.20
H11 -0.001 1.396 6.230  0.20
H12 0.434 1.909 3.866  0.22
C15 -1.736 -0.444 -4.076  -0.60
C16 -2.027 -1.022 -2.712  -0.10
C17 -3.485 -0.869 -2.350  -0.60
C18 -1.039 -0.852 -1.589  -0.71
C19 -1.191 -2.232 -2.234  -0.11
C20 -0.111 -2.771 -3.119  -0.30
C21 0.196 -4.104 -3.172  -0.21
C22 -0.483 -5.095 -2.421  -0.51
C23 -1.485 -4.630 -1.537  -0.20
C24 -1.845 -3.311 -1.429  -0.35
H13 -2.152 0.567 -4.153  0.20
H14 -2.182 -1.068 -4.861  0.19
H15 -0.668 -0.364 -4.276  0.21
H16 -3.714 0.196 -2.220  0.19
H17 -3.734 -1.387 -1.421  0.20
H18 -4.138 -1.265 -3.140  0.19
H19 -1.499 -0.760 -0.604  0.19
H20 0.480 -2.064 -3.692  0.17
H21 1.015 -4.411 -3.822  0.17
H22 -0.208 -6.142 -2.475  0.17
H23 -2.003 -5.351 -0.904  0.17
H24 -2.592 -3.020 -0.694  0.17
O3 -0.956 2.812 -1.976  -0.87
Cl1 0.108 3.232 -2.870  2.51
O4 0.071 4.659 -3.082  -0.85
O5 -0.001 2.513 -4.121  -0.85
O6 1.382 2.853 -2.242  -0.90

Force components x, y, z for each atom (eV/Å):
0.553 -0.313 0.352
-0.263 -0.077 0.011
-0.157 -0.050 -0.093
0.073 0.342 -0.015
-0.160 0.005 -0.491
-0.231 0.307 0.793
0.003 -0.022 -0.126
-0.024 0.044 0.021
0.060 -0.076 0.017
0.005 -0.047 -0.027
-0.009 -0.021 0.013
-0.025 0.020 -0.006
0.038 -0.232 -0.072
0.015 -0.055 0.004
0.046 -0.049 -0.130
-0.005 0.044 0.006
0.017 0.072 -0.140
0.074 -0.011 0.112
0.128 0.060 0.028
0.022 -0.078 0.014
-0.053 0.026 -0.010
-0.029 -0.047 -0.007
0.004 -0.005 0.018
0.029 -0.031 -0.017
-0.006 0.006 -0.041
-0.023 0.013 0.064
0.008 0.001 -0.039
-0.025 0.007 -0.027
0.011 0.012 -0.034
0.000 0.038 -0.026
0.005 0.042 -0.004
0.020 0.051 0.032
-0.069 -0.117 0.024
0.149 0.256 -0.193
-0.010 -0.001 0.073
-0.035 -0.222 0.102
-0.205 0.041 0.106
-0.033 0.115 0.056
0.092 0.173 -0.196
0.108 -0.153 -0.016
0.027 -0.027 -0.009
0.036 0.033 0.022
-0.046 -0.028 -0.012
-0.039 -0.035 -0.017
0.010 0.033 -0.086
0.014 0.011 0.049
0.001 -0.048 0.035
0.013 -0.006 -0.026
-0.014 0.037 0.007
-0.012 0.049 0.001
0.007 0.029 0.007
0.067 -0.040 -0.045
0.142 0.308 -0.253
-0.271 -0.163 -0.176
0.071 -0.404 0.080
-0.010 0.415 0.243
-0.095 -0.231 0.046

* Kohn-Sham gap: 3.54 eV
* total charge: -2
* total energy: -2349.380385 Ha
* energy relative to the best compared isomer or geometry (same formula, charge and spin): 0.798 eV
* LUMO level: 4.33 eV